Computed, not measured: a molecular structure, C55H69GeN3O7PPbSeTe, with ωB97M-V/def2-TZVPD.

Structure (XYZ):
```
139
C55H69GeN3O7PPbSeTe ωB97M-V/def2-TZVPD
Pb -0.7593 0.3551 0.0210
C 6.4358 -2.3752 -2.7257
C 5.2083 -2.9237 -3.4517
C 5.4733 -2.8497 -4.9621
C 5.0207 -4.3917 -3.0420
C 3.9454 -2.1405 -3.1030
C 3.8998 -1.1587 -2.1493
C 2.6839 -0.5235 -1.8746
Se 2.4536 0.7544 -0.5226
C 3.0281 -0.0398 1.0938
C 4.3058 -0.5351 1.3181
C 4.6023 -1.1332 2.5242
C 3.5686 -1.1872 3.4763
C 2.2898 -0.6932 3.2899
C 1.9693 -0.0852 2.0348
O 0.8018 0.4220 1.7794
C 1.2221 -0.7837 4.3848
C 0.0442 -1.6476 3.9047
C 0.7242 0.6261 4.7479
C 1.7705 -1.4251 5.6609
C 6.0101 -1.6696 2.7908
C 6.0840 -2.4554 4.1002
C 6.9937 -0.4935 2.8711
C 6.4410 -2.6031 1.6513
C 1.4496 -0.8078 -2.5101
O 0.3673 -0.1859 -2.2159
C 1.5188 -1.8493 -3.5132
C 2.7280 -2.4516 -3.7551
C 0.2600 -2.2346 -4.2900
C -0.2311 -1.0149 -5.0854
C 0.5307 -3.3645 -5.2855
C -0.8402 -2.7196 -3.3305
H 7.3233 -2.9353 -3.0303
H 6.3393 -2.4769 -1.6422
H 6.6060 -1.3206 -2.9603
H 6.4014 -3.3730 -5.2103
H 5.5647 -1.8112 -5.2900
H 4.6691 -3.3124 -5.5374
H 5.9039 -4.9821 -3.3073
H 4.1553 -4.8342 -3.5401
H 4.8581 -4.4734 -1.9650
H 4.7903 -0.8696 -1.6076
H 5.0649 -0.4388 0.5504
H 3.7857 -1.6554 4.4255
H -0.4658 -1.1959 3.0579
H -0.6764 -1.7714 4.7191
H 0.3891 -2.6406 3.6034
H 0.3322 1.1485 3.8768
H 1.5379 1.2169 5.1815
H -0.0733 0.5530 5.4939
H 2.0837 -2.4600 5.4983
H 0.9814 -1.4349 6.4162
H 2.6156 -0.8659 6.0728
H 5.8752 -1.8226 4.9663
H 7.0900 -2.8640 4.2232
H 5.3772 -3.2886 4.1086
H 6.7026 0.2006 3.6631
H 7.0163 0.0638 1.9312
H 8.0080 -0.8499 3.0784
H 5.7213 -3.4136 1.5163
H 7.4205 -3.0399 1.8682
H 6.5241 -2.0682 0.7030
H 2.7575 -3.2351 -4.5019
H 0.5242 -0.7059 -5.8134
H -0.4442 -0.1763 -4.4232
H -1.1436 -1.2714 -5.6329
H 1.2661 -3.0801 -6.0439
H -0.4002 -3.6071 -5.8031
H 0.8787 -4.2740 -4.7876
H -1.1564 -1.9315 -2.6530
H -0.4847 -3.5642 -2.7330
H -1.7102 -3.0509 -3.9068
C 2.0962 7.6570 0.2825
C 3.1525 6.6348 -0.0525
O 2.5468 5.5375 -0.7807
P 2.1586 4.1290 -0.1861
O 0.8753 3.5743 -0.6243
Te 4.0408 2.7042 -0.9245
O 2.3570 4.3112 1.3640
C 1.4610 3.6273 2.3149
C 0.4065 4.5916 2.7828
H 2.5440 8.4822 0.8396
H 1.3152 7.2094 0.8985
H 1.6385 8.0551 -0.6228
H 3.6342 6.2563 0.8461
H 3.9136 7.0394 -0.7171
H 2.1145 3.2969 3.1160
H 1.0165 2.7574 1.8339
H 0.8570 5.5356 3.0982
H -0.1287 4.1527 3.6248
H -0.3214 4.7768 1.9931
N 0.6330 -5.9757 1.9397
C 0.6221 -5.0705 1.2143
N 0.6896 -4.0913 0.3310
C -0.0067 -3.0232 0.4037
N -0.6023 -2.0147 0.3994
O -1.5929 2.3289 1.6948
C -2.7460 2.1887 1.2329
O -3.1520 1.1282 0.6652
C -3.7085 3.3652 1.2374
C -5.1894 3.0446 1.0174
Ge -5.7683 1.4302 0.0476
C -7.6373 2.0174 -0.3286
C -8.4681 2.4559 0.7096
C -9.7434 2.9510 0.4692
C -10.2244 3.0273 -0.8325
C -9.4177 2.6078 -1.8800
C -8.1417 2.1125 -1.6268
C -6.0046 -0.2599 1.0219
C -7.2735 -0.6121 1.4899
C -7.5020 -1.8285 2.1244
C -6.4639 -2.7328 2.2876
C -5.2000 -2.4137 1.8086
C -4.9746 -1.1931 1.1859
C -5.0493 1.0583 -1.7245
C -5.5291 -0.0558 -2.4123
C -5.0222 -0.4042 -3.6600
C -4.0247 0.3641 -4.2408
C -3.5397 1.4835 -3.5745
C -4.0505 1.8240 -2.3288
H -3.3546 4.0098 0.4248
H -3.5360 3.9281 2.1550
H -5.6733 3.8542 0.4672
H -5.7197 2.9906 1.9736
H -8.1193 2.4108 1.7377
H -10.3615 3.2783 1.2975
H -11.2183 3.4129 -1.0266
H -9.7787 2.6669 -2.9006
H -7.5307 1.7970 -2.4662
H -8.1111 0.0608 1.3522
H -8.4969 -2.0688 2.4810
H -6.6379 -3.6845 2.7749
H -4.3824 -3.1174 1.9130
H -3.9852 -0.9643 0.8198
H -6.2939 -0.6818 -1.9609
H -5.3946 -1.2857 -4.1687
H -3.6145 0.0869 -5.2034
H -2.7474 2.0779 -4.0145
H -3.6426 2.6849 -1.8115
```

Its HOMO-LUMO gap is 6.10 eV. The energy above the lowest of the compared OMol25 structures with the same formula, charge and spin is 74.7 kJ/mol. As for the charge: -1. The spin multiplicity is 1. The calculation puts the calculated total energy at -8108.95010 a.u.

***

Computed, not measured: C5H13NS in the gas phase, with ωB97M-V/def2-TZVPD.

Structure (XYZ):
```
20
C5H13NS ωB97M-V/def2-TZVPD
C -0.6773 0.9706 1.4457
C -2.0512 0.8186 0.7775
S -2.6250 2.4472 0.1844
C 0.4119 0.8674 0.4149
N 0.5652 -0.4939 0.0888
C 1.6448 -0.7916 -1.0676
C 1.9102 -2.2458 -1.1446
H -0.3432 0.2988 2.2924
H -0.8318 1.9712 1.9584
H -2.1247 0.0575 -0.0598
H -2.8018 0.3816 1.5101
H -3.9106 2.4478 -0.2870
H 0.1324 1.4586 -0.5003
H 1.2324 1.3520 0.8511
H -0.3150 -0.9278 -0.1874
H 1.3787 -0.4798 -2.1649
H 2.5138 -0.2193 -0.8031
H 2.1997 -2.6094 -2.1899
H 2.7479 -2.4591 -0.3649
H 0.9436 -2.8447 -0.7538
```

Its HOMO-LUMO gap is 9.64 eV. The energy above the lowest of the compared OMol25 structures with the same formula, charge and spin is 188.3 kJ/mol. The spin multiplicity is 1. The calculation puts the calculated total energy at -651.17226 a.u.

***

Computed, not measured: a molecular structure, C19H31ClN2PdS, with ωB97M-V/def2-TZVPD.

Structure (XYZ):
```
55
C19H31ClN2PdS ωB97M-V/def2-TZVPD
C 0.1577 0.6342 -6.1407
C 1.5213 1.1270 -5.9547
C -0.0993 -0.8019 -6.1196
C -0.9591 1.5693 -6.0309
Cl 0.3364 1.6507 -1.2462
H -0.1559 -1.2897 -7.1149
H -1.0501 -0.9977 -5.6019
H 0.6964 -1.3067 -5.5520
H 2.0495 1.4229 -6.8845
H 2.1277 0.3649 -5.4429
H 1.4908 2.0106 -5.2999
H -1.2971 2.0171 -6.9878
H -0.6615 2.3968 -5.3711
H -1.8193 1.0715 -5.5604
C 1.7204 -1.8331 0.8922
C 0.8427 -2.4112 -0.0862
C 0.9632 -1.6526 -1.3018
H 0.3051 -3.3516 0.0545
C 1.9173 -0.5868 -1.0522
C 2.3827 -0.7263 0.2933
H 3.1359 -0.0922 0.7714
H 1.9366 -2.2556 1.8903
H 0.5135 -1.8830 -2.2640
H 2.3223 0.0942 -1.7941
C -2.2882 0.7056 0.4091
C -2.1894 -0.5492 1.0708
C -1.9739 -1.5626 0.0710
H -2.2743 -0.7244 2.1490
C -1.9178 -0.9300 -1.2050
C -2.1086 0.4809 -0.9997
H -2.1705 1.2484 -1.7725
H -2.4619 1.6730 0.8847
H -1.8688 -2.6193 0.2988
H -1.7407 -1.4088 -2.1645
Pd -0.1546 -0.2436 0.0629
C -1.9128 1.9660 3.5952
N -0.8976 1.0266 4.1020
C -1.0270 0.6715 5.5227
C 0.2553 0.8032 3.4392
S 0.5694 1.5375 1.9271
N 1.1948 0.0034 4.0490
C 0.7812 -1.3598 4.3872
C 2.5964 0.1851 3.6981
H -2.4287 2.3759 4.4719
H -2.6375 1.4483 2.9525
H -1.4356 2.7695 3.0195
H -1.5221 -0.3063 5.6291
H -0.0329 0.6431 5.9899
H -1.6461 1.4383 6.0053
H 1.6828 -1.9802 4.4157
H 0.3159 -1.3817 5.3815
H 0.0798 -1.7845 3.6450
H 2.8680 -0.3399 2.7794
H 2.7854 1.2524 3.5578
H 3.1830 -0.2090 4.5312
```

Its HOMO-LUMO gap (spin up / spin down) is 4.82 / 5.39 eV. The energy above the lowest of the compared OMol25 structures with the same formula, charge and spin is 118.4 kJ/mol. As for the charge: +2. The spin multiplicity is 5. The calculation puts the calculated total energy at -1837.55787 a.u.

***

Computed, not measured: 2 unconnected molecules or ions with the total composition C5H10FNSi, with ωB97M-V/def2-TZVPD.

Structure (XYZ):
```
18
C5H10FNSi ωB97M-V/def2-TZVPD
C -2.1535 -0.6091 -2.0543
C -1.8286 -0.7869 0.7740
C 3.3051 -0.4089 0.2656
C -2.4762 0.4930 -1.1808
C -2.4032 0.4438 0.1440
N -1.9096 -1.4932 -2.7142
F 1.1328 0.6892 1.7012
Si 2.1784 1.0848 0.5217
H -1.6199 -0.5022 1.7418
H -0.9040 -1.1373 0.2910
H -2.6047 -1.5415 0.7127
H 4.2195 -0.4335 0.8636
H 2.9886 -1.3888 0.5989
H 3.5625 -0.5230 -0.8915
H -2.9506 1.2874 -1.8850
H 1.1174 1.2911 -0.4404
H -2.7191 1.3403 0.6816
H 3.0649 2.1949 0.8701
```

Its HOMO-LUMO gap is 10.86 eV. The energy above the lowest of the compared OMol25 structures with the same formula, charge and spin is 114.5 kJ/mol. The spin multiplicity is 1. The calculation puts the calculated total energy at -640.61698 a.u.

***

Computed, not measured: a molecular structure, C16H20Br12F3N4, with ωB97M-V/def2-TZVPD.

Structure (XYZ):
```
55
C16H20Br12F3N4 ωB97M-V/def2-TZVPD
N 1.4973 0.8011 4.3593
C 0.6144 0.4201 3.4014
N -0.3606 -0.4221 3.7842
C -1.6161 -0.3900 2.9960
C -1.7852 0.8147 2.0280
C -0.5009 1.6630 1.8012
C -0.4770 2.4504 0.4625
C 0.7819 2.7533 -0.1819
C 0.6013 3.4447 -1.4159
C -0.7131 3.7554 -1.8610
N -1.9122 3.5410 -1.2816
C -1.6914 2.8830 -0.1262
N 0.7732 0.9060 2.0527
C 0.9570 -0.2007 1.0725
C 1.8137 -1.3771 1.6803
C 2.3833 -2.2932 0.5629
F 1.3674 -2.9508 -0.0630
F 3.0378 -1.5973 -0.4023
F 3.2902 -3.1720 1.0721
H 1.9644 0.0495 4.8603
H 1.6388 1.7651 4.6396
H -0.5027 -0.4106 4.7919
H -2.4638 -0.3890 3.7205
H -1.7365 -1.3426 2.4232
H -2.5539 1.5007 2.4623
H -2.2376 0.4633 1.0704
H -0.5065 2.4574 2.5979
H 1.7498 2.4627 0.2543
H 1.4740 3.7294 -2.0294
H -0.7777 4.2712 -2.8768
H -2.6189 2.6482 0.4458
H 0.0189 -0.6106 0.6386
H 1.5754 0.2039 0.2380
H 2.6600 -1.0178 2.3015
H 1.1369 -2.0446 2.2691
C -0.7450 -5.2858 -2.2402
Br 0.0180 -6.1667 -3.7804
Br -2.3330 -4.2822 -2.7008
Br -1.0731 -6.5253 -0.7953
H -0.0102 -4.5721 -1.8856
C -2.6191 7.4406 -2.9938
Br -2.0759 8.9337 -4.0939
Br -4.0820 6.4594 -3.7831
Br -1.1299 6.2734 -2.5696
H -2.9782 7.8504 -2.0567
C 3.0514 -7.6794 0.5895
Br 3.2365 -5.7639 0.7715
Br 2.2561 -8.4770 2.1602
Br 2.0851 -8.1341 -1.0177
H 4.0487 -8.0928 0.4934
C -0.9258 0.5274 -4.7609
Br -2.5527 1.3008 -5.4559
Br 0.5599 0.7679 -5.9703
Br -0.5192 1.2002 -2.9897
H -1.0931 -0.5398 -4.6692
```

Its HOMO-LUMO gap is 6.69 eV. As for the charge: +1. The spin multiplicity is 1. The calculation puts the calculated total energy at -32028.10058 a.u.

***

Computed, not measured: C18H26N6O4 in the gas phase, with ωB97M-V/def2-TZVPD.

Structure (XYZ):
```
54
C18H26N6O4 ωB97M-V/def2-TZVPD
C -1.0133 0.0732 -2.6908
C 0.2326 -0.5779 -2.1895
N 0.2905 -1.8888 -2.0113
N 1.5328 -2.1075 -1.5386
C 2.2622 -0.9848 -1.3913
C 3.6220 -0.9914 -0.7892
C 1.4530 0.0420 -1.8293
C 1.7534 1.5129 -1.7823
C 1.4449 1.9515 -0.3608
O 2.1797 1.5743 0.5427
N 0.2678 2.5803 -0.0811
C -0.5380 3.3490 -1.0160
C -0.4875 4.8251 -0.6372
O -0.3716 5.7169 -1.4509
N -0.5560 5.0019 0.7061
C -1.0025 3.9064 1.5525
C -0.1290 2.6703 1.3271
C -0.8965 1.3992 1.7391
O -2.0165 1.4597 2.2249
N -0.2564 0.2458 1.4751
C -0.8845 -1.0379 1.6895
C -2.1027 -1.2679 0.8032
C -2.6171 -2.6719 1.0678
C -1.5632 -3.6846 0.6687
N -0.2356 -3.3602 1.1876
C 0.7493 -4.4067 1.0029
C 0.1901 -2.1067 1.4867
O 1.3701 -1.8263 1.6429
H -0.8089 0.7245 -3.5428
H -1.7270 -0.6871 -3.0034
H -1.4805 0.6810 -1.9116
H 1.8121 -3.0390 -1.2885
H 4.1667 -0.0914 -1.0677
H 3.5413 -1.0085 0.2983
H 4.1949 -1.8604 -1.1165
H 2.8149 1.6962 -1.9478
H 1.1988 2.0412 -2.5528
H -0.1734 3.2572 -2.0305
H -1.5780 3.0049 -0.9970
H -0.5965 5.9513 1.0396
H -0.9365 4.2101 2.5939
H -2.0470 3.6529 1.3641
H 0.7872 2.7344 1.9147
H 0.7397 0.2501 1.2802
H -1.2032 -1.1154 2.7374
H -2.8544 -0.5131 1.0251
H -1.8021 -1.1702 -0.2438
H -2.8654 -2.7823 2.1273
H -3.5271 -2.8722 0.5011
H -1.8252 -4.6799 1.0351
H -1.4964 -3.7385 -0.4248
H 1.7219 -4.0472 1.3236
H 0.4736 -5.2857 1.5882
H 0.7926 -4.7086 -0.0496
```

Its HOMO-LUMO gap is 9.60 eV. The energy above the lowest of the compared OMol25 structures with the same formula, charge and spin is 0.0 kJ/mol. The spin multiplicity is 1. The calculation puts the calculated total energy at -1331.10429 a.u.

***

Computed, not measured: C7H12 in the gas phase, with ωB97M-V/def2-TZVPD.

Structure (XYZ):
```
19
C7H12 ωB97M-V/def2-TZVPD
C -2.8964 0.0283 0.3318
C -1.5839 -0.2444 -0.3920
C -0.6150 0.9402 -0.4204
C 0.6106 0.6272 -1.2954
C 1.8185 0.5537 -0.4867
C 2.4961 -0.0348 0.3134
C 3.1265 -0.9185 1.2734
H -2.7263 0.2796 1.3843
H -3.4330 0.8625 -0.1339
H -3.5525 -0.8484 0.2956
H -1.0820 -1.1084 0.0692
H -1.8014 -0.5372 -1.4272
H -0.2717 1.1739 0.5936
H -1.0974 1.8389 -0.8126
H 0.4824 -0.3832 -1.6992
H 0.7117 1.2830 -2.1512
H 3.9673 -0.4386 1.7735
H 3.4673 -1.8313 0.7763
H 2.3793 -1.2424 2.0073
```

Its HOMO-LUMO gap is 10.28 eV. The energy above the lowest of the compared OMol25 structures with the same formula, charge and spin is 175.9 kJ/mol. The spin multiplicity is 1. The calculation puts the calculated total energy at -273.84157 a.u.

***

Computed, not measured: C4H7NO in the gas phase, with ωB97M-V/def2-TZVPD.

Structure (XYZ):
```
13
C4H7NO ωB97M-V/def2-TZVPD
O -2.1200 -1.1135 0.3000
C -1.1025 -0.4470 -0.3072
C 0.1669 1.6645 0.3551
N 0.8831 1.2286 -0.5977
C 1.3837 -0.1066 -0.3150
C 0.1412 -0.9582 -0.4234
H -1.7016 -1.6428 0.9916
H -1.4558 0.4874 -0.7293
H 0.1429 1.2043 1.3562
H -0.5254 2.4886 0.1870
H 1.7808 -0.1961 0.7201
H 2.1939 -0.4027 -0.9896
H 0.2305 -2.0390 -0.4651
```

Its HOMO-LUMO gap is 9.40 eV. The energy above the lowest of the compared OMol25 structures with the same formula, charge and spin is 313.4 kJ/mol. The spin multiplicity is 1. The calculation puts the calculated total energy at -286.51228 a.u.